The following is a DFT calculation (ωB97M-V/def2-TZVPD) of C4H3LiO6Y as an isolated structure at a distorted geometry.

Computed properties:
* multiplicity: 2
* orbital gap (alpha / beta): 6.351 / 7.307 eV
* ⟨S²⟩: 1.826
* highest occupied orbital energy (alpha / beta): -6.8 / -7.8 eV

```
15
C4H3LiO6Y | the Open Molecules 2025 dataset | ωB97M-V/def2-TZVPD
O 4.11 -0.44 -1.58
C 3.18 0.25 -1.08
O 3.03 1.47 -1.33
O 2.32 -0.41 -0.28
C 1.27 0.27 0.36
O -0.99 0.23 0.97
C -2.08 -0.54 1.23
C 0.00 -0.23 0.10
O -2.31 -1.56 0.56
O -2.94 0.05 1.95
Li 4.59 1.21 -2.50
Y -5.41 -0.67 1.97
H 1.41 1.35 0.38
H -0.08 -1.29 -0.15
H -0.66 -0.07 -1.65
```

Atomic charges from the natural (NBO) analysis, expressed in e, are listed below:
1 O -0.827
2 C 0.956
3 O -0.847
4 O -0.509
5 C 0.103
6 O -0.531
7 C 0.970
8 C 0.003
9 O -0.742
10 O -0.913
11 Li 0.958
12 Y 0.943
13 H 0.201
14 H 0.235
15 H 0.001

---

The following is a DFT calculation (ωB97M-V/def2-TZVPD) of C31H26BrF3N4O4RuS2 as an isolated structure at a distorted geometry.

Computed properties:
* multiplicity: 2
* orbital gap (alpha / beta): 6.540 / 7.151 eV
* ⟨S²⟩: 0.775
* highest occupied orbital energy (alpha / beta): -11.1 / -11.6 eV
* total charge: +1

```
72
C31H26BrF3N4O4RuS2 | the Open Molecules 2025 dataset | ωB97M-V/def2-TZVPD
Ru -1.02 -0.80 -1.61
S -0.98 -1.24 1.00
C 0.46 -0.49 1.43
N 1.09 -0.73 2.58
C 2.28 0.04 2.93
C 3.12 0.25 1.69
N 2.31 0.86 0.64
C 2.99 1.82 -0.24
C 3.23 3.13 0.48
C 2.17 4.00 0.71
C 2.40 5.21 1.35
C 3.68 5.55 1.76
C 4.73 4.69 1.53
C 4.51 3.47 0.90
C 1.05 0.51 0.50
S 0.02 1.22 -0.64
C 0.54 -1.60 3.63
C -0.09 -0.78 4.74
C -1.27 -0.08 4.52
C -1.82 0.70 5.53
C -1.19 0.78 6.76
C -0.02 0.07 6.99
C 0.53 -0.70 5.98
H 2.84 -0.51 3.67
H 1.97 1.00 3.36
H 3.53 -0.70 1.34
H 3.94 0.93 1.92
H 2.38 1.97 -1.13
H 3.94 1.38 -0.55
H 1.17 3.74 0.38
H 1.57 5.89 1.52
H 3.85 6.50 2.25
H 5.73 4.95 1.85
H 5.34 2.80 0.71
H 1.36 -2.20 4.02
H -0.19 -2.26 3.17
H -1.77 -0.15 3.56
H -2.74 1.24 5.35
H -1.62 1.38 7.55
H 0.46 0.12 7.96
H 1.44 -1.26 6.17
O -0.86 -4.92 -0.65
C -1.08 -3.80 -1.05
O -0.27 -2.84 -1.28
C -2.55 -3.42 -1.30
C -3.51 -4.39 -1.56
C -4.82 -3.98 -1.71
C -5.14 -2.64 -1.55
C -4.13 -1.74 -1.31
N -2.85 -2.13 -1.20
H -3.20 -5.42 -1.64
H -5.60 -4.71 -1.92
H -6.16 -2.29 -1.62
H -4.33 -0.68 -1.18
F 2.08 1.49 -3.38
C 1.39 1.00 -4.42
F 0.28 1.77 -4.56
F 2.13 1.16 -5.51
C 0.90 -0.48 -4.17
O 0.71 -1.17 -5.15
O 0.72 -0.71 -2.93
Br -2.76 1.18 -2.87
C -2.48 -0.11 -4.27
C -2.74 0.18 -5.58
C -2.55 -0.86 -6.49
C -2.10 -2.09 -6.03
C -1.82 -2.24 -4.68
N -2.03 -1.26 -3.81
H -3.07 1.16 -5.89
H -2.73 -0.70 -7.54
H -1.94 -2.91 -6.71
H -1.41 -3.16 -4.29
```

Atomic charges from the Mulliken analysis, expressed in e, are listed below:
1 Ru 0.883
2 S -0.305
3 C 0.612
4 N 0.219
5 C -0.666
6 C -0.811
7 N 0.254
8 C -1.384
9 C 0.661
10 C -0.165
11 C -0.765
12 C -0.409
13 C -0.688
14 C -0.216
15 C 0.481
16 S -0.224
17 C -1.639
18 C 0.896
19 C -0.020
20 C -0.771
21 C -0.415
22 C -0.645
23 C -0.365
24 H 0.520
25 H 0.320
26 H 0.312
27 H 0.438
28 H 0.328
29 H 0.566
30 H 0.400
31 H 0.413
32 H 0.395
33 H 0.394
34 H 0.411
35 H 0.488
36 H 0.528
37 H 0.335
38 H 0.413
39 H 0.393
40 H 0.386
41 H 0.357
42 O -0.668
43 C 0.175
44 O -0.488
45 C 0.677
46 C -0.650
47 C -0.403
48 C -0.772
49 C -0.673
50 N 0.653
51 H 0.538
52 H 0.462
53 H 0.454
54 H 0.476
55 F -0.280
56 C 0.724
57 F -0.264
58 F -0.265
59 C 0.300
60 O -0.578
61 O -0.560
62 Br -0.156
63 C 0.321
64 C -0.705
65 C -0.202
66 C -0.811
67 C -0.482
68 N 0.453
69 H 0.491
70 H 0.418
71 H 0.433
72 H 0.470

---

The following is a DFT calculation (ωB97M-V/def2-TZVPD) of C14H15N5OPdS2 as an isolated structure.

Computed properties:
* multiplicity: 1
* orbital gap: 7.163 eV
* highest occupied orbital energy: -7.6 eV

```
38
C14H15N5OPdS2 | the Open Molecules 2025 dataset | ωB97M-V/def2-TZVPD
Pd 1.25 -0.50 -1.97
N 4.62 -1.34 0.63
C 3.44 -1.24 -0.06
S 3.43 -0.15 -1.44
N 2.43 -1.92 0.37
N 1.25 -1.66 -0.33
C 0.18 -2.07 0.25
C -1.17 -1.89 -0.22
C -2.20 -2.24 0.67
C -3.52 -2.09 0.35
C -3.85 -1.59 -0.92
C -2.87 -1.26 -1.82
C -1.50 -1.39 -1.51
O -0.63 -1.06 -2.42
H 5.45 -1.11 0.11
H 4.69 -2.13 1.25
H 0.32 -2.56 1.21
H -1.92 -2.63 1.65
H -4.30 -2.36 1.05
H -4.89 -1.47 -1.20
H -3.12 -0.87 -2.80
C 2.28 2.25 1.81
C 1.15 2.15 0.84
C -0.17 2.00 1.17
C -1.10 1.88 0.12
N -0.74 1.87 -1.15
C 0.55 1.92 -1.46
S 1.16 1.67 -3.06
N 1.46 2.17 -0.46
C -2.56 1.71 0.40
H 1.91 2.22 2.83
H 2.84 3.17 1.66
H 2.96 1.41 1.65
H -0.48 1.95 2.21
H 2.43 2.12 -0.75
H -2.77 1.65 1.47
H -2.91 0.81 -0.10
H -3.11 2.56 -0.02
```

Atomic charges from the natural (NBO) analysis, expressed in e, are listed below:
1 Pd 0.723
2 N -0.811
3 C 0.259
4 S -0.228
5 N -0.417
6 N -0.323
7 C 0.138
8 C -0.204
9 C -0.156
10 C -0.299
11 C -0.175
12 C -0.291
13 C 0.387
14 O -0.709
15 H 0.394
16 H 0.398
17 H 0.198
18 H 0.204
19 H 0.214
20 H 0.213
21 H 0.229
22 C -0.663
23 C 0.319
24 C -0.345
25 C 0.347
26 N -0.483
27 C 0.306
28 S -0.171
29 N -0.542
30 C -0.664
31 H 0.237
32 H 0.240
33 H 0.257
34 H 0.234
35 H 0.456
36 H 0.215
37 H 0.269
38 H 0.244

---

The following is a DFT calculation (ωB97M-V/def2-TZVPD) of H12LiO6 as an isolated structure at a distorted geometry.

Computed properties:
* multiplicity: 1
* orbital gap: 10.801 eV
* highest occupied orbital energy: -14.6 eV
* total charge: +1

```
19
H12LiO6 | the Open Molecules 2025 dataset | ωB97M-V/def2-TZVPD
Li -20.78 8.16 -5.26
O -22.91 8.13 -5.42
H -23.47 8.82 -5.11
H -23.41 7.35 -5.16
O -20.56 6.79 -6.82
H -21.44 6.47 -6.96
H -20.08 6.22 -6.22
O -20.99 6.51 -3.93
H -20.40 6.48 -3.14
H -20.59 5.81 -4.46
O -19.67 9.01 -3.70
H -19.26 8.28 -3.23
H -20.35 9.46 -3.14
O -23.09 8.22 -8.28
H -22.70 8.48 -7.46
H -22.38 7.92 -8.82
O -20.86 10.12 -6.30
H -21.35 10.39 -7.11
H -20.58 10.97 -5.93
```

Atomic charges from the natural (NBO) analysis, expressed in e, are listed below:
1 Li 0.891
2 O -0.977
3 H 0.500
4 H 0.501
5 O -0.945
6 H 0.500
7 H 0.469
8 O -0.943
9 H 0.490
10 H 0.471
11 O -0.966
12 H 0.487
13 H 0.504
14 O -0.934
15 H 0.463
16 H 0.469
17 O -0.981
18 H 0.501
19 H 0.499

---

The following is a DFT calculation (ωB97M-V/def2-TZVPD) of C15H14CoN6O6S as an isolated structure.

Computed properties:
* multiplicity: 2
* orbital gap (alpha / beta): 6.821 / 7.485 eV
* ⟨S²⟩: 0.853
* highest occupied orbital energy (alpha / beta): -8.2 / -8.9 eV

```
43
C15H14CoN6O6S | the Open Molecules 2025 dataset | ωB97M-V/def2-TZVPD
Co 0.31 1.42 0.12
C -0.28 1.88 2.14
C 0.97 2.45 1.85
C 0.79 3.36 0.75
C -0.56 3.36 0.38
C -1.22 2.39 1.19
H -0.48 1.14 2.89
H 1.90 2.25 2.34
H 1.59 3.91 0.27
H -1.01 3.92 -0.43
H -2.25 2.10 1.11
C -1.32 -4.37 1.48
C -1.33 -3.40 0.36
N -1.61 -3.67 -0.87
N -1.52 -2.47 -1.51
C -1.19 -1.45 -0.71
S -1.11 0.16 -1.20
N -1.05 -2.05 0.50
N -0.64 -1.38 1.65
H -1.53 -5.36 1.08
H -2.08 -4.11 2.21
H -0.35 -4.40 1.99
H -1.72 -2.41 -2.49
H 0.16 -1.86 2.05
H -1.40 -1.32 2.31
O 2.84 0.80 -2.94
C 2.26 0.41 -1.94
O 1.82 1.15 -0.99
C 2.07 -1.09 -1.81
C 1.97 -1.86 -2.96
C 1.83 -3.23 -2.86
C 1.84 -3.89 -1.64
C 1.97 -3.10 -0.52
C 2.07 -1.72 -0.57
N 1.96 -3.77 0.79
O 1.88 -3.06 1.79
O 2.00 -4.97 0.82
N 1.66 -4.03 -4.08
O 1.60 -5.24 -3.95
O 1.60 -3.44 -5.14
H 1.99 -1.37 -3.93
H 1.74 -4.96 -1.58
H 2.15 -1.14 0.34
```

Atomic charges from the natural (NBO) analysis, expressed in e, are listed below:
1 Co 0.926
2 C -0.334
3 C -0.321
4 C -0.265
5 C -0.359
6 C -0.277
7 H 0.228
8 H 0.240
9 H 0.248
10 H 0.244
11 H 0.237
12 C -0.672
13 C 0.359
14 N -0.249
15 N -0.372
16 C 0.255
17 S -0.161
18 N -0.243
19 N -0.626
20 H 0.262
21 H 0.236
22 H 0.248
23 H 0.436
24 H 0.398
25 H 0.371
26 O -0.620
27 C 0.762
28 O -0.805
29 C -0.041
30 C -0.142
31 C 0.002
32 C -0.190
33 C 0.063
34 C -0.216
35 N 0.523
36 O -0.424
37 O -0.347
38 N 0.532
39 O -0.370
40 O -0.358
41 H 0.280
42 H 0.283
43 H 0.262

---

The following is a DFT calculation (ωB97M-V/def2-TZVPD) of C43H39O3P2RhS as an isolated structure at a distorted geometry.

Computed properties:
* multiplicity: 5
* orbital gap (alpha / beta): 6.896 / 4.032 eV
* ⟨S²⟩: 6.028
* highest occupied orbital energy (alpha / beta): -12.3 / -13.7 eV
* total charge: +2

```
89
C43H39O3P2RhS | the Open Molecules 2025 dataset | ωB97M-V/def2-TZVPD
C -2.41 -2.16 -2.66
C -1.30 -1.32 -2.91
C -0.20 -1.89 -3.60
C -0.27 -3.16 -4.16
C -1.41 -3.94 -3.97
C -2.48 -3.44 -3.20
P -1.00 0.23 -1.98
C 0.04 1.22 -3.06
C 1.40 1.37 -2.79
C 2.18 2.12 -3.68
C 1.59 2.65 -4.84
C 0.22 2.47 -5.10
C -0.56 1.77 -4.19
Rh -0.03 0.05 -0.06
P 0.21 -1.75 1.18
C 1.04 -2.96 0.07
C 0.47 -4.21 -0.21
C 1.10 -5.04 -1.13
C 2.25 -4.61 -1.82
C 2.75 -3.31 -1.61
C 2.16 -2.48 -0.66
C 1.28 -1.67 2.65
C 1.05 -0.64 3.59
C 1.80 -0.58 4.77
C 2.82 -1.51 5.00
C 3.10 -2.49 4.04
C 2.35 -2.56 2.86
C -1.39 -2.34 1.87
C -2.51 -1.49 1.75
C -3.79 -2.00 2.01
C -3.92 -3.30 2.51
C -2.79 -4.08 2.79
C -1.52 -3.60 2.48
C -2.62 1.04 -1.88
C -3.65 0.71 -2.79
C -4.90 1.32 -2.68
C -5.12 2.28 -1.68
C -4.10 2.61 -0.78
C -2.85 1.99 -0.88
H 0.28 0.11 3.38
H 1.58 0.19 5.51
H 3.41 -1.47 5.92
H 3.91 -3.21 4.20
H 2.58 -3.33 2.11
H -0.45 -4.52 0.30
H 0.68 -6.03 -1.34
H 2.74 -5.26 -2.55
H 3.59 -2.92 -2.21
H 2.52 -1.46 -0.49
H -2.37 -0.44 1.45
H -4.66 -1.36 1.83
H -4.92 -3.70 2.70
H -2.89 -5.07 3.26
H -0.62 -4.17 2.75
H -3.48 -0.04 -3.56
H -5.69 1.03 -3.38
H -6.10 2.77 -1.62
H -4.27 3.37 -0.01
H -2.05 2.25 -0.18
H 1.85 0.89 -1.92
H 3.24 2.27 -3.46
H 2.21 3.21 -5.54
H -0.25 2.87 -6.00
H -1.63 1.63 -4.35
H 0.73 -1.33 -3.70
H 0.59 -3.56 -4.71
H -1.46 -4.96 -4.36
H -3.36 -4.07 -3.03
H -3.25 -1.81 -2.06
H -0.92 -1.82 -0.26
H -0.57 -1.13 -0.82
C 3.46 6.44 4.71
C 2.82 5.59 3.66
C 2.25 6.19 2.54
C 1.66 5.43 1.53
C 1.63 4.02 1.66
C 2.19 3.41 2.78
C 2.76 4.20 3.78
S 1.00 3.02 0.33
O -0.19 3.71 -0.14
O 2.12 2.87 -0.58
O 0.64 1.69 0.98
H 4.31 6.98 4.31
H 2.75 7.18 5.09
H 3.80 5.82 5.54
H 2.28 7.28 2.47
H 1.22 5.91 0.67
H 2.16 2.33 2.87
H 3.19 3.73 4.67
```

Atomic charges from the Mulliken analysis, expressed in e, are listed below:
1 C -0.250
2 C 0.153
3 C -0.487
4 C -0.785
5 C -0.547
6 C -1.015
7 P 1.919
8 C 0.291
9 C -0.335
10 C -0.706
11 C -0.642
12 C -0.702
13 C -0.437
14 Rh -0.197
15 P 1.228
16 C 0.487
17 C -0.579
18 C -0.560
19 C -0.539
20 C -0.804
21 C -0.341
22 C 0.963
23 C -0.612
24 C -0.761
25 C -0.520
26 C -0.705
27 C -0.291
28 C 0.577
29 C -0.237
30 C -0.649
31 C -0.586
32 C -0.654
33 C -0.479
34 C 0.563
35 C -0.229
36 C -0.881
37 C -0.646
38 C -0.921
39 C -0.450
40 H 0.486
41 H 0.461
42 H 0.406
43 H 0.426
44 H 0.369
45 H 0.460
46 H 0.420
47 H 0.415
48 H 0.416
49 H 0.471
50 H 0.248
51 H 0.468
52 H 0.419
53 H 0.424
54 H 0.512
55 H 0.549
56 H 0.440
57 H 0.418
58 H 0.459
59 H 0.253
60 H 0.318
61 H 0.460
62 H 0.415
63 H 0.440
64 H 0.375
65 H 0.400
66 H 0.454
67 H 0.433
68 H 0.425
69 H 0.565
70 H 0.295
71 H 0.217
72 C -1.414
73 C 1.003
74 C -0.664
75 C -0.632
76 C 0.020
77 C -0.311
78 C -0.745
79 S 1.601
80 O -0.636
81 O -0.585
82 O -0.433
83 H 0.382
84 H 0.392
85 H 0.373
86 H 0.453
87 H 0.476
88 H 0.406
89 H 0.362